{
  "formula": "C4H12N3",
  "method": "ωB97M-V/def2-TZVPD",
  "homo_energy_ev": -13.84,
  "charge": 1,
  "lumo_ev": -8.7,
  "spin_multiplicity": 1,
  "energy_ev": -8801.3406,
  "homo_lumo_gap_ha": 0.18782,
  "e_above_lowest_ev": 6.394,
  "species": ["C", "C", "C", "N", "C", "N", "N", "H", "H", "H", "H", "H", "H", "H", "H", "H", "H", "H", "H"],
  "positions_angstrom": [[-0.86573, -0.56327, 1.45205], [0.53052, -1.13806, 1.21648], [0.56698, -2.64829, 1.32701], [0.87811, 2.52066, -3.18191], [-0.10107, 2.05563, -2.34489], [0.03968, 1.21230, -1.44688], [-0.92785, 0.82989, 1.03464], [-1.13665, -0.58427, 2.51151], [-1.60827, -1.16329, 0.90866], [1.23779, -0.70774, 1.91336], [0.76142, -0.88286, 0.19874], [1.52300, -3.07188, 1.09574], [-0.15304, -3.11555, 0.64337], [0.76135, 3.50582, -3.37749], [1.79961, 2.15324, -2.98470], [-1.08785, 2.44791, -2.60888], [0.31561, -3.02530, 2.31659], [-0.72028, 0.92489, 0.02581], [-1.81332, 1.25020, 1.30080]],
  "mulliken_charge": [-0.490, -0.140, -1.310, -0.371, 0.111, -0.240, -0.297, 0.398, 0.320, 0.271, 0.230, 0.359, 0.340, 0.275, 0.269, 0.337, 0.341, 0.295, 0.304]
}


{
  "formula": "C2H5Cl3NP",
  "method": "ωB97M-V/def2-TZVPD",
  "homo_energy_ev": [-4.98, -10.84],
  "lumo_ev": [0.7, -3.4],
  "spin_multiplicity": 3,
  "energy_ev": -50498.0596,
  "homo_lumo_gap_ha": [0.20880, 0.27330],
  "e_above_lowest_ev": 0.694,
  "species": ["C", "C", "N", "P", "Cl", "Cl", "Cl", "H", "H", "H", "H", "H"],
  "positions_angstrom": [[-0.65329, -0.43013, 1.06051], [-0.67633, 0.66143, 0.01538], [-0.47784, 1.98264, 0.60598], [-1.26293, 2.41298, 1.87010], [-3.26700, 2.70079, 1.72441], [-1.23465, 1.48403, 3.64645], [-0.75165, 4.28622, 2.31628], [0.05856, -0.08670, 1.84807], [-1.58373, -0.57079, 1.55920], [-0.41020, -1.44770, 0.64710], [-1.53291, 0.94164, -0.63875], [0.19503, 0.55711, -0.66964]],
  "mulliken_spin": [0.018, -0.032, 0.859, 0.514, 0.225, 0.287, 0.065, -0.014, 0.000, 0.002, 0.054, 0.022]
}


{
  "formula": "C30H26BF2NO3P2PdS",
  "method": "ωB97M-V/def2-TZVPD",
  "homo_energy_ev": [-1.81, -3.36],
  "charge": -1,
  "lumo_ev": [2.2, 2.2],
  "spin_multiplicity": 2,
  "energy_ev": -78173.0092,
  "homo_lumo_gap_ha": [0.14715, 0.20374],
  "e_above_lowest_ev": 1.009,
  "species": ["Pd", "O", "P", "C", "P", "O", "C", "C", "C", "C", "C", "C", "C", "C", "C", "C", "C", "C", "C", "C", "C", "C", "C", "C", "C", "C", "C", "C", "C", "C", "H", "H", "H", "H", "H", "H", "H", "H", "H", "H", "H", "H", "H", "H", "H", "H", "H", "H", "H", "H", "H", "H", "O", "N", "C", "C", "C", "C", "C", "S", "H", "H", "H", "H", "F", "B", "F"],
  "positions_angstrom": [[0.77300, -2.66285, 0.41335], [1.49298, -0.52950, -0.81066], [1.03010, 0.72822, -0.18610], [-0.56042, 1.29405, -0.91208], [-1.88697, 0.12541, -0.46615], [-1.39557, -1.27002, -0.38819], [-2.58269, 0.67093, 1.10427], [-3.16408, 1.91993, 1.30462], [-3.76969, 2.21906, 2.51552], [-3.79677, 1.26785, 3.52872], [-3.21554, 0.02493, 3.33091], [-2.61390, -0.28212, 2.11589], [-3.14608, 0.33627, -1.75005], [-3.66548, -0.83831, -2.28509], [-4.62973, -0.77796, -3.28486], [-5.07919, 0.44984, -3.74602], [-4.56459, 1.62347, -3.21111], [-3.60094, 1.56669, -2.21427], [2.16770, 2.09906, -0.54571], [2.69033, 2.98180, 0.39252], [3.58770, 3.96998, 0.00129], [3.97756, 4.07412, -1.32341], [3.48450, 3.17586, -2.26017], [2.58905, 2.19086, -1.87195], [0.71486, 0.72290, 1.59045], [0.21422, 1.88017, 2.19479], [-0.05226, 1.90964, 3.55335], [0.16906, 0.77062, 4.31903], [0.66176, -0.37881, 3.72711], [0.95298, -0.40952, 2.36602], [-0.44128, 1.23848, -1.99598], [-0.79215, 2.32272, -0.62176], [-3.13859, 2.66770, 0.51867], [-4.22568, 3.18978, 2.66824], [-4.27386, 1.50001, 4.47304], [-3.23054, -0.71398, 4.12246], [-2.14714, -1.24825, 1.94162], [-3.28440, -1.78700, -1.92077], [-5.02605, -1.69348, -3.70644], [-5.82567, 0.49556, -4.52942], [-4.91036, 2.58311, -3.57602], [-3.19061, 2.48706, -1.81294], [2.41226, 2.88945, 1.43414], [3.98873, 4.65412, 0.73948], [4.67499, 4.84620, -1.62378], [3.80559, 3.23905, -3.29250], [2.21676, 1.47136, -2.59301], [0.00964, 2.76205, 1.59422], [-0.43794, 2.81219, 4.01138], [-0.05440, 0.78336, 5.37955], [0.82063, -1.27243, 4.31653], [1.35208, -1.33060, 1.93224], [3.14477, -2.56170, 0.61100], [3.59403, -3.27597, -0.38176], [4.46169, -2.71010, -1.24671], [4.99135, -3.39688, -2.30863], [4.62082, -4.73199, -2.48977], [3.74026, -5.30781, -1.60695], [3.18377, -4.59710, -0.51765], [2.06044, -5.24068, 0.58229], [4.68644, -1.67803, -1.02456], [5.67031, -2.89534, -2.98571], [5.01095, -5.30420, -3.32425], [3.42435, -6.33563, -1.71645], [-1.34765, -4.53961, -0.51705], [-0.80364, -3.91283, 0.57192], [-1.52182, -4.26114, 1.69336]],
  "mulliken_spin": [0.709, 0.011, -0.005, 0.007, -0.051, -0.073, 0.007, 0.002, -0.002, 0.001, 0.004, -0.017, -0.001, 0.000, 0.001, 0.000, 0.001, -0.003, 0.002, -0.001, 0.000, 0.000, 0.000, -0.001, -0.013, 0.002, 0.008, 0.002, -0.023, -0.033, -0.001, 0.000, 0.000, -0.001, 0.000, 0.000, 0.039, 0.008, 0.000, 0.000, 0.000, 0.001, 0.001, 0.000, 0.000, 0.000, 0.000, 0.001, 0.000, 0.000, -0.004, 0.058, 0.004, -0.004, -0.001, 0.008, 0.008, -0.004, 0.012, 0.037, 0.001, 0.001, 0.000, -0.001, -0.007, 0.330, -0.020]
}


{
  "formula": "C3H5F2NO2",
  "method": "ωB97M-V/def2-TZVPD",
  "homo_energy_ev": -10.09,
  "lumo_ev": -2.2,
  "spin_multiplicity": 1,
  "energy_ev": -14206.2153,
  "homo_lumo_gap_ha": 0.28887,
  "e_above_lowest_ev": 6.214,
  "species": ["C", "C", "C", "N", "O", "O", "F", "F", "H", "H", "H", "H", "H"],
  "positions_angstrom": [[0.41705, 1.10731, 2.40703], [0.84004, 0.50901, 1.02210], [-0.49368, -1.10994, -2.62531], [-0.11406, -0.02189, 0.28293], [0.24378, -1.02428, -1.46304], [-1.29898, -0.16267, 0.42857], [-0.75416, 0.17795, -3.07282], [-1.76399, -1.67608, -2.67712], [1.05950, 1.89334, 2.90025], [-0.55464, 1.57938, 2.24114], [0.41701, 0.21951, 3.09949], [1.92009, 0.36493, 0.61273], [0.08204, -1.85658, -3.15596]],
  "mulliken_charge": [-0.893, -0.005, 0.466, 0.521, -0.582, -0.384, -0.245, -0.258, 0.317, 0.289, 0.254, 0.356, 0.163]
}


{
  "formula": "C12H7N2O5SW",
  "method": "ωB97M-V/def2-TZVPD",
  "homo_energy_ev": [-20.17, -20.07],
  "charge": 3,
  "lumo_ev": [-14.1, -14.6],
  "spin_multiplicity": 3,
  "energy_ev": -38401.0095,
  "homo_lumo_gap_ha": [0.22480, 0.20267],
  "e_above_lowest_ev": 0.357,
  "species": ["O", "C", "W", "O", "C", "C", "O", "C", "O", "C", "O", "H", "N", "C", "N", "C", "C", "C", "C", "C", "C", "S", "H", "H", "H", "H", "H", "H"],
  "positions_angstrom": [[-3.93899, 1.97473, -1.35828], [-3.34049, 1.44474, -0.54458], [-0.92387, 0.91839, 1.42512], [-1.28745, 3.50948, -0.31376], [-1.09536, 2.55566, 0.34100], [0.65194, 1.31025, 2.60368], [1.56867, 1.51321, 3.31081], [-2.00867, -1.04137, 1.44228], [-1.53943, -1.87062, 2.22385], [-2.26819, 1.54394, 2.77213], [-3.03322, 1.94165, 3.56437], [-2.88319, -1.34088, 0.79455], [1.44103, -1.50917, 2.45308], [1.39794, -1.27817, 1.12827], [0.58105, -0.40380, 0.51076], [0.76927, -0.44992, -0.89435], [0.05860, 0.27476, -1.85425], [0.49218, 0.25369, -3.18717], [1.61456, -0.50030, -3.54481], [2.30074, -1.27998, -2.59703], [1.85455, -1.26675, -1.27776], [2.54185, -2.12932, 0.09215], [2.07829, -2.23569, 2.76771], [0.68050, -1.24495, 3.07737], [-0.81837, 0.86230, -1.56512], [-0.03473, 0.82593, -3.95396], [1.96691, -0.49189, -4.57527], [3.17390, -1.88595, -2.84079]],
  "mulliken_spin": [-0.002, 0.009, 1.213, 0.143, 0.010, -0.023, 0.110, -0.172, -0.298, -0.052, 0.108, -0.064, 0.139, 0.033, 0.020, 0.255, -0.027, 0.206, 0.221, -0.055, 0.183, 0.052, -0.007, -0.001, 0.000, 0.000, 0.001, 0.002]
}


{
  "formula": "C25H29N3O5",
  "method": "ωB97M-V/def2-TZVPD",
  "homo_energy_ev": -7.40,
  "smiles": "CCn1cc(C(=O)N2CCN(c3ccccc3OC)CC2)c2cc(OC)c(OC)cc2c1=O",
  "lumo_ev": 0.7,
  "spin_multiplicity": 1,
  "energy_ev": -41103.2538,
  "homo_lumo_gap_ha": 0.29646,
  "e_above_lowest_ev": 2.377,
  "species": ["C", "C", "N", "C", "C", "C", "O", "N", "C", "C", "N", "C", "C", "C", "C", "C", "C", "O", "C", "C", "C", "C", "C", "C", "O", "C", "C", "O", "C", "C", "C", "C", "O", "H", "H", "H", "H", "H", "H", "H", "H", "H", "H", "H", "H", "H", "H", "H", "H", "H", "H", "H", "H", "H", "H", "H", "H", "H", "H", "H", "H", "H"],
  "positions_angstrom": [[-3.16262, -0.51033, 4.03322], [-2.12809, 0.58084, 4.29115], [-1.23977, 0.74224, 3.15546], [-1.65883, 1.47486, 2.08542], [-0.91188, 1.64904, 0.97222], [-1.37222, 2.44705, -0.20427], [-0.82108, 3.48100, -0.53464], [-2.42768, 1.94799, -0.89951], [-3.06129, 0.66902, -0.67210], [-2.94618, -0.17764, -1.96034], [-1.76492, 0.17683, -2.69802], [-0.54939, -0.48359, -2.58782], [0.38393, -0.30684, -3.61217], [1.60749, -0.94734, -3.61571], [1.92867, -1.81145, -2.59024], [1.02487, -2.00921, -1.55986], [-0.19736, -1.35775, -1.53351], [-1.09477, -1.52248, -0.49880], [-0.79389, -2.43732, 0.52406], [-1.81693, 1.53519, -3.20751], [-2.63047, 2.43246, -2.24813], [0.39654, 1.05803, 0.91806], [1.26676, 1.20940, -0.15993], [2.51680, 0.61459, -0.19674], [3.22626, 0.90029, -1.31391], [4.53401, 0.41540, -1.51801], [2.92244, -0.20019, 0.89349], [4.14949, -0.80804, 0.83066], [4.56557, -1.59121, 1.92252], [2.06675, -0.34492, 1.96525], [0.81367, 0.27423, 2.00422], [-0.02647, 0.07012, 3.17524], [0.27808, -0.63284, 4.12814], [-3.76359, -0.27404, 3.15683], [-3.82005, -0.60787, 4.89266], [-2.66126, -1.46104, 3.86943], [-1.50509, 0.30170, 5.14401], [-2.61765, 1.53645, 4.49494], [-2.63685, 1.92430, 2.18476], [-2.56377, 0.15743, 0.14870], [-4.11627, 0.82710, -0.41357], [-3.80716, 0.01235, -2.61295], [-2.93308, -1.23650, -1.71711], [0.12869, 0.33598, -4.44004], [2.29742, -0.77831, -4.42821], [2.87136, -2.33699, -2.58173], [1.29628, -2.67225, -0.75398], [-1.65531, -2.42002, 1.19180], [-0.66458, -3.45216, 0.13351], [0.09702, -2.14205, 1.08629], [-2.27354, 1.55597, -4.20739], [-0.80132, 1.92773, -3.27729], [-2.27775, 3.46247, -2.30364], [-3.69876, 2.40368, -2.47535], [0.99297, 1.82673, -0.99919], [4.83300, 0.81616, -2.48642], [4.56080, -0.67467, -1.55143], [5.22249, 0.77171, -0.74870], [4.62560, -1.00172, 2.84236], [3.90137, -2.44635, 2.08265], [5.55906, -1.95098, 1.65813], [2.33247, -0.94226, 2.82308]],
  "mulliken_charge": [-1.001, -0.829, 0.122, 0.390, -0.470, 0.316, -0.673, 0.095, -0.078, -1.341, 0.221, 0.005, -0.206, -0.931, -0.812, -0.742, 1.232, -0.062, -1.125, -0.890, -1.207, 0.189, -0.854, 0.336, -0.458, -0.877, 1.342, -0.462, -1.013, -0.153, -1.246, 0.812, -0.760, 0.268, 0.422, 0.262, 0.367, 0.420, 0.460, -0.005, 0.350, 0.376, 0.505, 0.531, 0.414, 0.499, 0.387, 0.195, 0.468, 0.367, 0.316, 0.608, 0.419, 0.440, 0.624, 0.295, 0.243, 0.309, 0.370, 0.358, 0.271, 0.592]
}


{
  "formula": "C5H8N2OS",
  "method": "ωB97M-V/def2-TZVPD",
  "homo_energy_ev": [-8.15, -8.14],
  "lumo_ev": [-2.3, -2.3],
  "spin_multiplicity": 1,
  "energy_ev": -21173.1938,
  "homo_lumo_gap_ha": [0.21663, 0.21349],
  "e_above_lowest_ev": 5.423,
  "species": ["C", "C", "C", "C", "C", "N", "N", "O", "S", "H", "H", "H", "H", "H", "H", "H", "H"],
  "positions_angstrom": [[-2.28138, -0.21236, 0.53056], [-1.83652, -1.42625, 0.02814], [-1.10906, 0.62977, 0.56043], [-0.98962, 1.97017, 1.02940], [2.65270, -1.18095, -1.20370], [-0.57533, -1.34382, -0.31428], [-0.11942, -0.15257, 0.01560], [2.64287, 1.43295, -0.67985], [2.42163, 0.18040, 0.03211], [-3.37239, -0.11844, 0.78979], [-2.61019, -2.16722, -0.17571], [-1.58944, 2.07783, 1.90627], [0.04772, 2.16182, 1.23619], [-1.25818, 2.73086, 0.36661], [1.67075, -1.47839, -1.43608], [3.16597, -1.98946, -0.59052], [3.13989, -1.11435, -2.09497]],
  "mulliken_charge": [-0.345, -0.217, 0.206, -1.112, -0.754, -0.655, 0.156, -0.397, 0.674, 0.272, 0.339, 0.306, 0.272, 0.268, 0.307, 0.279, 0.400]
}